No. 1
A single C16H15F2NO3 molecule at a distorted geometry. Source: the OMol25 dataset; level of theory: wB97M-V/def2-TZVPD.

- charge = 0
- SMILES = CCOc1ccc(C(=O)Nc2ccccc2OC(F)F)cc1
- HOMO energy (eV) = -8.44

Structure (XYZ):
```
37
C16H15F2NO3, DFT wB97M-V/def2-TZVPD
F 0.610 3.208 -0.033
F -0.540 1.805 1.134
O 2.398 -0.358 2.806
O -0.335 1.573 -1.089
O 2.273 0.004 -3.526
N 0.077 -0.205 -3.173
C 1.587 -1.042 3.740
C 2.079 -0.377 1.488
C -1.375 0.711 -1.418
C -2.592 0.688 -0.759
C 1.375 -0.117 -2.718
C 0.883 -1.120 -0.464
C 1.115 -1.191 0.897
C -0.482 2.437 -0.070
C 1.599 -0.236 -1.262
C -3.607 -0.151 -1.193
C 2.598 0.543 -0.677
C -1.138 -0.161 -2.495
C 0.263 -0.327 3.992
C -2.183 -0.972 -2.930
C 2.829 0.481 0.677
C -3.408 -0.968 -2.290
H -2.766 1.322 0.096
H 1.419 -2.079 3.424
H 3.583 1.094 1.143
H -0.311 -0.241 3.073
H -0.318 -0.877 4.727
H 0.536 -1.887 1.484
H 3.169 1.212 -1.302
H -1.371 3.095 -0.134
H -4.551 -0.153 -0.672
H 0.016 -0.324 -4.177
H 2.185 -1.057 4.655
H 0.141 -1.772 -0.902
H 0.453 0.675 4.367
H -4.200 -1.610 -2.642
H -2.014 -1.620 -3.777
```

No. 2
C2H5B as an isolated structure at a distorted geometry. Source: the OMol25 dataset; level of theory: wB97M-V/def2-TZVPD.

- charge = 0
- HOMO energy (eV) = -8.53

Structure (XYZ):
```
8
C2H5B, DFT wB97M-V/def2-TZVPD
C 1.621 0.043 -0.060
C -1.868 -0.028 0.057
B -0.417 0.078 -0.029
H 1.784 1.058 0.394
H -2.509 0.441 -0.681
H -2.450 -0.642 0.577
H 2.164 -0.211 -0.920
H 1.675 -0.738 0.663
```

No. 3
C38H45Cl5Ge2N3O2SeY as an isolated structure at a distorted geometry. Source: the OMol25 dataset; level of theory: wB97M-V/def2-TZVPD.

- charge = +2
- HOMO energy (alpha / beta) (eV) = -12.93 / -12.93

Structure (XYZ):
```
97
C38H45Cl5Ge2N3O2SeY, DFT wB97M-V/def2-TZVPD
Y -0.006 -0.163 -0.113
Se 1.226 1.229 -2.239
Ge 0.574 0.359 2.896
Ge 1.681 -2.081 1.030
Cl -4.040 6.147 -0.086
Cl -0.128 2.502 0.781
Cl -5.287 4.223 -2.182
Cl -1.417 5.304 1.415
Cl -4.097 1.356 -2.565
O -1.699 0.850 -0.977
O -2.195 -1.526 0.500
N 0.783 0.619 -4.986
N 0.134 -1.931 -2.171
N -1.063 0.649 -3.799
C -2.202 2.046 -0.806
C -0.622 -3.904 -3.291
C 0.675 -4.267 -3.602
C 1.476 -4.006 0.397
C 3.503 -1.360 0.452
C 1.583 -0.030 7.338
C -2.163 4.240 0.300
C 2.405 -0.974 7.938
C -2.702 -0.182 -7.006
C 1.512 -1.219 3.784
C 1.304 -0.118 5.989
C 1.704 -3.407 -3.237
C 0.919 3.206 3.956
C -3.908 3.732 -1.292
C -2.964 -3.084 -1.250
C 1.386 -2.271 -2.516
C 2.675 -2.077 5.818
C 1.833 -1.143 5.202
C 0.857 -4.910 1.455
C -2.272 -2.275 -2.352
C -1.942 0.477 4.569
C 2.173 0.701 -5.351
C -1.439 0.351 -5.088
C -2.680 0.101 -5.654
C -0.293 0.042 -7.208
C 3.583 0.157 0.443
C -1.614 2.990 0.049
C -3.362 2.470 -1.485
C 0.269 0.807 -3.760
C -1.470 0.203 3.148
C 1.799 -2.243 2.974
C -1.532 -0.208 -7.766
C -3.327 4.615 -0.372
C -2.273 -2.899 0.095
C -0.258 0.324 -5.849
C 1.662 2.071 3.276
C -0.861 -2.718 -2.600
C 2.949 -1.993 7.169
H 3.501 0.552 1.456
H 0.901 -4.068 -0.527
H 0.660 0.620 5.520
H 3.121 -2.870 5.240
H 0.881 -5.192 -4.120
H -1.455 -4.520 -3.590
H -1.980 0.870 2.446
H 0.601 0.023 -7.806
H 2.301 1.402 -6.175
H -1.759 1.508 4.859
H -0.057 -4.489 1.874
H -2.833 -2.395 -3.279
H 3.747 -1.760 -0.532
H -1.714 -0.833 2.890
H 2.487 -4.349 0.173
H -3.100 -1.175 0.482
H 0.046 3.526 3.390
H 2.111 2.431 2.350
H -3.644 -0.384 -7.491
H -2.961 -4.146 -1.493
H -1.693 0.766 -3.008
H 2.172 -1.576 -2.236
H -4.003 -2.757 -1.190
H -1.596 -0.421 -8.821
H 4.249 -1.754 1.142
H 1.163 0.776 7.919
H 2.541 -0.282 -5.653
H 4.535 0.495 0.038
H 2.466 1.708 3.920
H -3.575 0.153 -5.057
H 0.606 2.934 4.962
H 2.794 0.608 -0.176
H 2.746 1.054 -4.492
H -1.457 -0.190 5.279
H -2.786 -3.478 0.870
H 3.600 -2.726 7.622
H 2.220 -3.161 3.362
H 2.627 -0.908 8.992
H 0.615 -5.875 1.018
H -1.238 -3.244 0.030
H -3.014 0.298 4.626
H 1.593 4.057 4.036
H 2.730 -3.622 -3.494
H 1.553 -5.080 2.269
H -2.279 -1.220 -2.070
```

No. 4
A 2-piece molecular cluster, C2HBrO2 overall at a distorted geometry. Source: the OMol25 dataset; level of theory: wB97M-V/def2-TZVPD.

- charge = 0
- 2S+1 = 3
- HOMO energy (alpha / beta) (eV) = -8.51 / -11.31

Structure (XYZ):
```
6
C2HBrO2, DFT wB97M-V/def2-TZVPD
Br 1.584 -2.204 -0.050
O -2.160 3.052 2.347
O -0.363 1.644 2.328
C 1.844 -1.730 1.687
C -1.263 2.367 2.368
H 0.996 -1.010 1.923
```

No. 5
A single C13H10N6OS3 molecule at a distorted geometry. Source: the OMol25 dataset; level of theory: wB97M-V/def2-TZVPD.

- charge = 0
- SMILES = Nc1nc(SCc2nc3scc(-c4cccs4)c3c(=O)[nH]2)n[nH]1
- HOMO energy (eV) = -7.69

Structure (XYZ):
```
33
C13H10N6OS3, DFT wB97M-V/def2-TZVPD
S -2.179 2.865 -2.084
S 2.329 1.182 2.314
S -0.245 -3.396 1.241
O -1.666 -1.245 0.561
N -1.119 1.368 -4.075
N 0.825 0.864 -3.208
N 0.206 1.645 -2.284
N 0.393 2.255 0.791
N -1.418 0.956 0.138
N 0.347 0.053 -5.412
C 1.199 -3.258 3.358
C 0.029 -4.822 2.151
C 0.007 0.715 -4.278
C -0.722 2.118 0.156
C 2.150 -0.494 2.674
C 0.863 1.153 1.408
C 1.029 -1.070 2.140
C -0.984 -0.251 0.699
C 0.793 -4.599 3.254
C -1.288 3.305 -0.550
C 0.271 -0.107 1.397
C 0.721 -2.468 2.341
C -0.946 1.918 -2.852
H -2.286 0.910 -0.387
H 1.058 -5.360 3.967
H 1.016 -0.695 -5.327
H -0.415 -5.743 1.831
H -0.427 -0.123 -6.031
H 1.801 -2.881 4.164
H -2.030 3.809 0.072
H -0.479 3.995 -0.781
H 2.905 -0.975 3.263
H 1.757 0.525 -3.040
```

No. 6
A single C4H3Br molecule at a distorted geometry. Source: the OMol25 dataset; level of theory: wB97M-V/def2-TZVPD.

- charge = 0
- HOMO energy (eV) = -8.92

Structure (XYZ):
```
8
C4H3Br, DFT wB97M-V/def2-TZVPD
Br -4.017 0.070 -0.145
C -0.548 0.262 -0.759
C -1.317 0.237 0.274
C -2.783 0.001 1.060
C 0.144 0.637 0.467
H -0.558 0.230 -1.817
H 0.894 -0.027 0.906
H 0.214 1.765 0.517
```